[1]
{
  "formula": "C5H9NO",
  "method": "ωB97M-V with the def2-TZVPD basis set",
  "multiplicity": 1,
  "lumo_energy_ev": 0.8,
  "energy_ev": -8864.9358,
  "fmax_ev_per_a": 3.9,
  "e_homo_ev": -7.35,
  "gap_ha": 0.29801,
  "charge": 0,
  "elements": ["O", "N", "C", "C", "C", "C", "C", "H", "H", "H", "H", "H", "H", "H", "H", "H"],
  "coordinates": [[-1.71850, 1.03108, 1.16020], [-0.11286, 0.75000, -0.54750], [0.70343, 1.85506, -0.06244], [-1.34021, 0.36582, 0.22427], [0.29235, -1.17567, -0.34608], [-1.47852, -1.05776, -0.04592], [1.23843, -1.34592, 0.60188], [1.43147, 1.43566, 0.63736], [-1.90745, -1.64026, 0.76591], [0.41512, -1.64662, -1.31470], [2.03635, -2.05439, 0.41812], [1.20471, 2.34009, -0.89928], [0.06949, 2.58765, 0.43933], [1.18221, -0.85630, 1.56702], [-1.87247, -1.25852, -1.04021], [-0.14353, 0.67007, -1.55794]],
  "lowdin_charge": [0.108, -0.088, -0.066, -0.448, -0.172, -0.008, -0.077, 0.077, 0.109, 0.088, 0.034, 0.085, 0.083, 0.043, 0.097, 0.136]
}


[2]
{
  "formula": "C30H43N5O10P2RhS2",
  "method": "ωB97M-V with the def2-TZVPD basis set",
  "multiplicity": 1,
  "lumo_energy_ev": [-3.6, -3.6],
  "energy_ev": -102990.6627,
  "fmax_ev_per_a": 4.2,
  "e_homo_ev": [-10.41, -10.41],
  "gap_ha": [0.25053, 0.25058],
  "charge": 1,
  "elements": ["Rh", "S", "S", "P", "P", "O", "O", "O", "O", "O", "O", "O", "O", "O", "O", "N", "N", "N", "N", "N", "C", "C", "C", "C", "C", "C", "C", "C", "C", "C", "C", "C", "C", "C", "C", "C", "C", "C", "C", "C", "C", "C", "C", "C", "C", "C", "C", "C", "C", "C", "H", "H", "H", "H", "H", "H", "H", "H", "H", "H", "H", "H", "H", "H", "H", "H", "H", "H", "H", "H", "H", "H", "H", "H", "H", "H", "H", "H", "H", "H", "H", "H", "H", "H", "H", "H", "H", "H", "H", "H", "H", "H", "H"],
  "coordinates": [[-0.37756, 0.04947, 0.11994], [-2.91231, 3.24784, -0.38050], [-1.44851, 1.70285, -3.03025], [0.95294, 3.19499, 0.06814], [2.55332, 1.07962, -1.24759], [-1.68078, 3.12068, -2.96648], [0.88091, 4.43309, 0.85446], [-2.10385, -1.71558, -1.03713], [2.43958, 1.55489, -2.72977], [1.52656, 0.06402, -0.81807], [-0.20128, 1.18545, -3.52310], [0.72090, 3.44857, -1.50029], [3.62505, 3.39917, -0.47732], [4.01314, 0.46299, -1.31655], [0.07367, 2.01547, 0.55431], [-5.89612, -1.01194, -5.73518], [0.15547, -0.16739, 2.07315], [-1.61743, 1.03159, -1.52473], [-2.28194, 0.96168, 0.63990], [0.40366, -1.98712, 0.30107], [-3.30194, -2.17420, -0.40192], [-4.84671, -0.34915, -5.15703], [0.88117, -2.20815, 6.69869], [1.87987, -5.97941, 0.97591], [-3.99224, 1.57179, -3.96593], [-3.56592, -0.92446, -5.13185], [3.21696, -5.89630, 1.73286], [-0.04988, 0.84544, 2.93478], [1.15003, -3.68895, 1.76621], [3.03071, 1.88594, 1.30072], [-0.89210, -0.47382, 6.96737], [0.55851, -1.61634, 3.91240], [-3.25279, 2.92772, 1.28481], [-5.03919, 0.90967, -4.56865], [2.63018, 2.45660, -0.06918], [1.37292, -4.56390, 0.70196], [1.11372, -4.07737, -0.57396], [0.45600, -1.38784, 2.55618], [0.67122, -2.42321, 1.52965], [-2.24107, 1.65918, -0.49589], [0.05178, 0.66635, 4.29477], [-2.51582, -0.26821, -4.52691], [0.36341, -0.58490, 4.82263], [-2.83092, 1.70602, 1.66635], [-2.72415, 0.98605, -3.94729], [2.09462, -6.76773, -0.31561], [0.47437, -0.78104, 6.33319], [0.63878, -2.78884, -0.73918], [0.84154, -6.71408, 1.83923], [1.53156, 0.19088, 6.88389], [0.44538, -2.37674, -1.71785], [0.78660, -2.61284, 4.25994], [2.50285, 0.02758, 6.40786], [-2.92041, 1.28637, 2.65932], [2.46008, -7.76629, -0.06865], [1.24887, 1.23519, 6.72979], [0.13149, -2.94097, 6.38456], [1.84699, -2.48070, 6.26184], [-3.97887, -2.63908, -1.11824], [-3.00730, -2.92069, 0.33277], [-1.19445, 0.56259, 6.79557], [-0.26357, 1.80612, 2.48757], [4.10596, 1.68895, 1.31899], [-1.66960, -1.12786, 6.56252], [-0.11899, -6.78435, 1.32092], [-3.40490, -1.89032, -5.60264], [0.67478, -6.20923, 2.79545], [3.27747, 3.94452, -1.19480], [1.27865, -4.68478, -1.45212], [0.97971, -2.28511, 7.78294], [4.36550, 0.19030, -0.45994], [2.81757, 2.62124, 2.07888], [-5.73900, -1.85393, -6.25579], [-0.11161, 1.52068, 4.93919], [1.18948, -7.72817, 2.05112], [2.83936, -6.29459, -0.96268], [-4.14335, 2.55251, -3.53124], [-0.84079, -0.63380, 8.04722], [-6.02361, 1.36538, -4.59463], [-0.06233, 3.97214, -1.72453], [3.61408, -6.90305, 1.88939], [-3.81492, -1.35611, 0.10654], [1.37341, -3.99712, 2.77924], [-3.75678, 3.66126, 1.89973], [1.64920, 0.03206, 7.95864], [3.95594, -5.32500, 1.16300], [2.47851, 0.97448, 1.52699], [3.10531, -5.42578, 2.71439], [1.16511, -6.88652, -0.87977], [-6.78005, -0.55437, -5.85666], [1.51036, 1.63516, -3.04297], [-2.34125, -1.08022, -1.72393], [-1.52442, -0.70729, -4.51773]],
  "lowdin_charge": [1.292, 1.112, 0.629, 0.371, 0.517, -0.326, -0.238, -0.201, -0.072, -0.335, -0.294, -0.142, -0.016, -0.060, -0.428, 0.125, 0.005, -0.173, -0.062, -0.006, -0.119, -0.304, -0.060, -0.556, -0.046, -0.019, -0.036, -0.082, 0.057, -0.052, -0.033, 0.069, -0.357, -0.016, -0.582, -0.128, 0.036, -0.155, -0.183, -0.733, 0.030, -0.062, -0.125, -0.224, -0.314, -0.061, -0.555, -0.074, -0.035, -0.034, 0.124, 0.106, 0.096, 0.117, 0.093, 0.083, 0.092, 0.092, 0.081, 0.079, 0.084, 0.105, 0.093, 0.095, 0.095, 0.118, 0.081, 0.104, 0.115, 0.094, 0.095, 0.098, 0.101, 0.128, 0.094, 0.093, 0.115, 0.095, 0.118, 0.074, 0.094, 0.070, 0.115, 0.080, 0.094, 0.096, 0.061, 0.080, 0.092, 0.102, 0.053, 0.043, 0.118]
}


[3]
{
  "formula": "C44H116CdN7O18",
  "method": "ωB97M-V with the def2-TZVPD basis set",
  "multiplicity": 1,
  "lumo_energy_ev": -4.5,
  "energy_ev": -99344.8035,
  "fmax_ev_per_a": 2.2,
  "e_homo_ev": -9.65,
  "gap_ha": 0.18964,
  "charge": 1,
  "elements": ["Cd", "O", "O", "O", "O", "O", "O", "O", "O", "O", "O", "O", "O", "O", "O", "O", "O", "O", "O", "N", "N", "N", "N", "N", "N", "N", "C", "C", "C", "C", "C", "C", "C", "C", "C", "C", "C", "C", "C", "C", "C", "C", "C", "C", "C", "C", "C", "C", "C", "C", "C", "C", "C", "C", "C", "C", "C", "C", "C", "C", "C", "C", "C", "C", "C", "C", "C", "C", "C", "C", "H", "H", "H", "H", "H", "H", "H", "H", "H", "H", "H", "H", "H", "H", "H", "H", "H", "H", "H", "H", "H", "H", "H", "H", "H", "H", "H", "H", "H", "H", "H", "H", "H", "H", "H", "H", "H", "H", "H", "H", "H", "H", "H", "H", "H", "H", "H", "H", "H", "H", "H", "H", "H", "H", "H", "H", "H", "H", "H", "H", "H", "H", "H", "H", "H", "H", "H", "H", "H", "H", "H", "H", "H", "H", "H", "H", "H", "H", "H", "H", "H", "H", "H", "H", "H", "H", "H", "H", "H", "H", "H", "H", "H", "H", "H", "H", "H", "H", "H", "H", "H", "H", "H", "H", "H", "H", "H", "H", "H", "H", "H", "H", "H", "H", "H", "H"],
  "coordinates": [[2.80019, -0.80442, -3.07696], [4.27038, -1.98518, 2.48160], [-1.35230, -3.97341, 0.56845], [1.02002, 2.55201, 3.34665], [-1.60360, -0.11515, 4.74819], [-2.25765, -4.92878, -4.88467], [2.78078, 2.93419, -7.70258], [0.73993, -1.53138, -3.24652], [5.26153, -6.27324, 0.22267], [-4.33246, 1.98976, 8.10301], [2.73571, 0.27381, -1.31717], [3.69099, 4.95332, -3.04574], [-5.13787, 0.10982, 1.33435], [-1.30819, 4.65130, -3.71741], [5.39520, 1.28513, -0.50706], [2.24678, 0.86193, -4.27365], [-1.39435, 0.01116, -3.93568], [-4.52617, -5.25115, 0.35756], [-1.11213, 0.91105, 9.32102], [-0.45248, -4.02853, -2.74211], [-0.15393, 2.39724, -4.66237], [4.07936, 2.76623, -4.98881], [4.89486, -3.39737, 0.06493], [-3.54153, 2.11479, 5.37711], [0.22900, 2.39961, 6.20017], [-3.56448, -2.28672, 0.01392], [-2.10801, 0.83977, 3.81746], [-4.87462, -2.85120, 0.34329], [-0.27722, -0.49368, 4.48389], [-0.68349, 4.79501, -4.96875], [0.36490, 3.71146, -5.08354], [5.41679, -2.08089, 0.38465], [-1.00640, -5.07724, 1.38359], [-4.52927, 2.35445, 9.44467], [-3.50459, 1.22637, 4.22130], [-5.09302, -4.17430, -0.34945], [-1.22840, 1.86013, -5.50158], [6.47240, -6.96385, 0.45436], [5.27332, -5.54716, -1.00148], [4.40001, -1.35583, 1.24104], [-0.95293, 1.93161, 10.26271], [-0.31209, -3.54406, -0.23991], [4.65806, 2.44805, -6.33097], [5.11470, 3.40110, -4.14251], [1.65403, 1.08280, -0.93759], [-4.96009, 2.90042, 7.21604], [-1.06729, 1.36464, 7.98711], [3.15480, 5.41707, -1.84171], [3.63198, 1.90901, -7.28048], [5.81598, -4.17275, -0.76102], [-4.92429, 2.25780, 5.84193], [-3.93905, 0.10441, 0.61544], [-1.93598, -4.06200, -2.72659], [1.35028, 2.85043, 2.01720], [4.50710, 3.82547, -2.82213], [0.66728, 0.35362, -0.04437], [-1.30863, 0.35648, -5.30085], [-2.70285, -4.77944, -6.20061], [-2.32891, 5.60472, -3.47889], [1.26895, 3.57155, 4.33281], [-3.17873, -1.18900, 0.86353], [1.69289, 2.46056, -8.42545], [-2.70171, 0.00747, -3.35695], [-4.54778, -6.42946, -0.40844], [1.47616, 2.89342, 5.67111], [-5.93380, 1.27109, 1.21484], [3.58155, -1.18683, 3.40643], [0.30313, 1.78992, 7.49579], [0.07066, -4.43773, -1.42438], [-2.50417, -3.82684, -4.09002], [2.57973, -0.95861, 3.02318], [-3.92202, -7.18946, 0.05414], [-0.00311, -4.97563, 1.80278], [7.34512, -6.35969, 0.18415], [0.07616, 2.30584, 10.23291], [5.36429, 4.08164, -2.18236], [-2.06259, -2.90658, -4.51831], [-1.06761, 2.07008, -6.55951], [-1.43916, 1.69068, 3.61336], [-2.15015, -0.04020, -5.88126], [-2.10467, 0.35126, 2.82580], [1.22862, 1.56845, -7.97687], [5.81251, -6.11103, -1.76832], [2.20752, 4.08125, 4.06272], [1.19327, 0.03095, 0.85992], [-0.19388, -5.48300, -1.20997], [-3.99426, 1.72360, 3.38067], [1.37488, 3.91990, 1.80062], [1.06354, 0.99086, 7.54189], [-4.12952, -6.30306, -1.41742], [-5.67402, -2.13880, 0.15141], [-3.30220, 0.93741, 0.94990], [-6.17943, -4.36044, -0.44506], [1.97526, 2.06942, -0.57416], [-5.74972, 1.99737, 2.00939], [-1.67477, -5.06174, 2.24497], [-1.18200, -6.01438, 0.85687], [0.10201, -0.97273, 5.39275], [-5.59613, -6.73695, -0.48785], [3.44868, -1.30295, 0.68544], [-2.31621, -4.99837, -2.29989], [-5.47810, 2.93034, 5.17253], [5.62361, -1.50631, -0.51460], [3.07457, 1.07156, -6.82989], [4.44418, 1.08324, -0.61913], [-0.29100, 1.89320, 5.50020], [4.72072, -3.92858, 0.91169], [5.82939, 0.80581, -1.21854], [2.49722, 6.25469, -2.06387], [1.32563, 1.18483, -4.50220], [-0.61508, 2.56587, -3.76970], [1.16291, -4.43301, -1.48033], [-1.40931, 0.51920, 7.38134], [-3.98795, 0.24635, 4.36978], [-4.94649, -3.08572, 1.42319], [-2.85560, -3.00562, 0.17418], [-5.58407, 2.21629, 9.72071], [4.21622, -5.51439, -1.27667], [2.22256, 2.08929, 5.59068], [0.22841, -0.45337, -0.62191], [0.67971, 2.57007, 8.17345], [5.09024, 3.35942, -6.75522], [-0.10092, 1.02070, 0.35860], [-1.69626, 2.71817, 10.10680], [6.60269, -7.13577, 1.52426], [-2.66695, -0.64287, -2.48923], [-2.09875, -1.02652, 0.78904], [-2.39454, -5.59416, -6.84629], [-5.83573, 1.67826, 0.20209], [-6.97736, 0.95856, 1.29855], [6.77234, -4.25015, -0.21824], [2.53198, 4.69463, -1.29047], [-2.19228, 2.28172, -5.19101], [4.70895, -0.30652, 1.34487], [0.63045, -3.37777, 0.29899], [2.34579, 2.47192, 1.74778], [6.45067, -7.93005, -0.05436], [3.94838, 3.00761, -2.35324], [-3.00359, 1.01922, -3.07655], [1.25465, 3.90784, -4.48578], [-5.49181, 1.31694, 5.88119], [-0.19839, -4.75989, -3.40668], [-0.24784, 5.79995, -5.04849], [-3.92180, 1.69540, 10.06271], [-1.42911, 4.73852, -5.77521], [5.50612, 4.29735, -4.63590], [5.41514, 1.67420, -6.18788], [3.53006, -1.69093, 4.36686], [-2.22122, -3.25556, -2.04937], [-4.27940, 3.39470, 9.68807], [-3.31392, -1.39195, 1.94262], [-4.42447, 3.85419, 7.22231], [0.62757, 3.60416, -6.13891], [0.43197, 0.32091, 4.30362], [0.94118, 3.23875, -8.50732], [6.28818, -2.16448, 1.05535], [4.14211, 1.42440, -8.12870], [-3.79476, -4.67267, -6.25512], [-0.20447, -1.24209, 3.68562], [-4.10850, 0.14482, -0.47220], [-0.54906, -2.54716, -0.62935], [-6.00886, 3.03244, 7.50882], [4.11531, -0.24208, 3.57648], [2.01982, 2.11711, -9.41472], [-0.38565, -0.09091, -5.68026], [3.40227, 3.48326, -5.26816], [-2.29872, -3.84369, -6.62179], [-3.20821, 5.37665, -4.09321], [-4.77029, -4.13009, -1.40359], [-1.06363, 1.51246, 11.26153], [-2.63855, 5.45785, -2.44621], [3.94090, 5.68105, -1.12472], [-1.98367, 6.62818, -3.63639], [2.87913, 1.63777, -4.45944], [0.46459, 4.31457, 4.36368], [1.83094, 3.72185, 6.29947], [-0.01786, -0.88836, -3.28356], [1.10208, 1.37227, -1.86233], [-3.10322, 1.58793, 6.13624], [0.32302, -2.43254, -3.07824], [5.90133, 2.66628, -3.97191], [-1.78638, 2.18643, 7.87263], [-3.57676, -3.58831, -4.03759], [0.62176, 2.33095, 1.39075], [-3.39812, -0.36122, -4.11462], [6.00456, -3.62512, -1.68988]],
  "lowdin_charge": [1.456, -0.175, -0.216, -0.220, -0.181, -0.168, -0.173, -0.184, -0.196, -0.205, -0.466, -0.180, -0.200, -0.207, -0.071, -0.224, -0.255, -0.180, -0.178, -0.071, -0.063, -0.075, -0.058, -0.022, -0.057, -0.046, -0.220, -0.180, -0.121, -0.226, -0.160, -0.210, -0.064, -0.120, -0.212, -0.243, -0.183, -0.109, -0.230, -0.266, -0.122, -0.234, -0.173, -0.169, -0.422, -0.224, -0.223, -0.116, -0.252, -0.229, -0.218, -0.244, -0.175, -0.116, -0.234, -0.089, -0.210, -0.105, -0.086, -0.192, -0.226, -0.125, -0.046, -0.112, -0.216, -0.092, -0.101, -0.214, -0.171, -0.257, 0.076, 0.088, 0.099, 0.083, 0.082, 0.132, 0.119, 0.125, 0.118, 0.129, 0.095, 0.083, 0.122, 0.122, 0.074, 0.124, 0.102, 0.092, 0.126, 0.075, 0.117, 0.115, 0.128, 0.089, 0.075, 0.099, 0.088, 0.095, 0.094, 0.104, 0.124, 0.120, 0.100, 0.111, -0.006, 0.071, 0.113, 0.022, 0.091, 0.034, 0.110, 0.114, 0.122, 0.133, 0.135, 0.063, 0.090, 0.115, 0.123, 0.043, 0.113, 0.133, 0.060, 0.081, 0.090, 0.078, 0.103, 0.091, 0.088, 0.090, 0.118, 0.081, 0.125, 0.110, 0.127, 0.090, 0.090, 0.110, 0.093, 0.112, 0.124, 0.125, 0.131, 0.084, 0.127, 0.132, 0.126, 0.091, 0.097, 0.092, 0.126, 0.129, 0.103, 0.066, 0.089, 0.133, 0.134, 0.094, 0.084, 0.114, 0.103, 0.123, 0.093, 0.098, 0.122, 0.107, 0.088, 0.093, 0.113, 0.092, 0.091, 0.095, 0.093, 0.027, 0.131, 0.126, 0.037, 0.086, 0.082, 0.031, 0.125, 0.113, 0.132, 0.051, 0.096, 0.115]
}